1.
ORCA calculation (ωB97M-V/def2-TZVPD) on one molecule with the formula C19H21N3O2.

Its total charge is 0. As for the LUMO energy: 0.774 eV. Its SMILES is Cc1cccc(C)c1-n1c(C)nn(CCOc2ccccc2)c1=O. The energy above the lowest of the compared OMol25 structures with the same formula, charge and spin is 25.5 kcal per mole. The value obtained for the max |F| is 0.8 eV/Å. The value obtained for the total energy is -28609.88119 eV. The value obtained for the molar mass is 323.396 g mol⁻¹. The HOMO energy is -8.373 eV.

The geometry in XYZ format:
```
45
C19H21N3O2 (ωB97M-V/def2-TZVPD)
C -1.6594 2.0702 -1.2268
C -2.3783 2.1960 0.0811
C -3.4887 3.0157 0.2254
C -4.1153 3.1452 1.4516
C -3.6328 2.4686 2.5573
C -2.5245 1.6406 2.4516
C -1.9582 0.9314 3.6434
C -1.9213 1.5042 1.2023
N -0.8006 0.6466 1.0685
C -0.8203 -0.6890 0.7470
C -2.0705 -1.4509 0.5260
N 0.3740 -1.1696 0.6672
N 1.2148 -0.1380 0.9517
C 2.6339 -0.2576 0.7795
C 3.0672 0.4042 -0.5399
O 2.3693 -0.1104 -1.6481
C 2.6274 -1.3790 -2.0823
C 1.7355 -1.8775 -3.0322
C 1.9111 -3.1377 -3.5636
C 2.9777 -3.9248 -3.1585
C 3.8649 -3.4324 -2.2205
C 3.6984 -2.1681 -1.6791
C 0.5313 1.0247 1.1815
O 0.9840 2.1168 1.4449
H -0.6490 2.4675 -1.1303
H -1.5742 1.0280 -1.5340
H -2.1774 2.6237 -2.0055
H -3.8591 3.5607 -0.6302
H -4.9788 3.7862 1.5488
H -4.1150 2.5880 3.5163
H -2.5617 1.1219 4.5268
H -0.9437 1.2828 3.8315
H -1.9101 -0.1446 3.4778
H -2.6676 -1.4807 1.4368
H -1.8174 -2.4630 0.2262
H -2.6705 -0.9777 -0.2501
H 3.1396 0.2404 1.6112
H 2.8595 -1.3253 0.7795
H 2.7964 1.4629 -0.5058
H 4.1533 0.3211 -0.6667
H 0.9122 -1.2508 -3.3372
H 1.2115 -3.5103 -4.2973
H 3.1149 -4.9124 -3.5717
H 4.7022 -4.0348 -1.8993
H 4.4151 -1.8127 -0.9548
```



2.
ORCA calculation (ωB97M-V/def2-TZVPD) on one molecule with the formula C19H21N3O2.

Its total charge is 0. As for the LUMO energy: 0.575 eV. Its SMILES is COc1ccc(CCC(=O)NCc2cn3ccc(C)cc3n2)cc1. The energy above the lowest of the compared OMol25 structures with the same formula, charge and spin is 26.4 kcal per mole. The value obtained for the max |F| is 0.9 eV/Å. The value obtained for the total energy is -28609.84303 eV. The value obtained for the molar mass is 323.396 g mol⁻¹. The HOMO energy is -8.000 eV.

The geometry in XYZ format:
```
45
C19H21N3O2 (ωB97M-V/def2-TZVPD)
C 1.9858 -0.0335 2.8914
O 1.6927 -0.5916 1.6360
C 1.6077 0.2443 0.5570
C 1.4438 -0.3732 -0.6827
C 1.3544 0.3820 -1.8315
C 1.4406 1.7699 -1.7852
C 1.3457 2.5937 -3.0386
C -0.0411 3.2426 -3.1938
C -1.1022 2.1551 -3.2523
O -1.4663 1.6381 -4.2860
N -1.5985 1.8192 -2.0406
C -2.4896 0.6912 -1.8446
C -2.0432 -0.1424 -0.6914
C -1.9922 0.2303 0.6368
N -1.5086 -0.8458 1.3124
C -1.2652 -1.0563 2.6253
C -0.7658 -2.2529 3.0311
C -0.4943 -3.2854 2.0997
C 0.0776 -4.5772 2.5919
C -0.7582 -3.0692 0.7740
C -1.2764 -1.8359 0.3579
N -1.6021 -1.4073 -0.8483
C 1.5944 2.3757 -0.5471
C 1.6746 1.6304 0.6184
H 1.1917 0.6391 3.2335
H 2.0594 -0.8749 3.5784
H 2.9372 0.5085 2.8780
H 1.3875 -1.4488 -0.7184
H 1.2174 -0.1128 -2.7808
H 1.5295 1.9602 -3.9074
H 2.1009 3.3835 -3.0214
H -0.2350 3.9209 -2.3615
H -0.0711 3.8043 -4.1279
H -1.1876 2.2187 -1.2115
H -2.4763 0.0969 -2.7604
H -3.5104 1.0573 -1.6697
H -2.2666 1.1424 1.1273
H -1.4870 -0.2447 3.3032
H -0.5704 -2.4200 4.0786
H 1.0742 -4.4131 3.0007
H -0.5435 -4.9927 3.3844
H 0.1492 -5.3012 1.7852
H -0.5763 -3.8208 0.0236
H 1.6641 3.4532 -0.4837
H 1.7995 2.1427 1.5601
```



3.
ORCA calculation (ωB97M-V/def2-TZVPD) on one molecule with the formula C19H21N3O2S in a non-equilibrium geometry.

Its total charge is 0. As for the LUMO energy: 0.461 eV. Its SMILES is CC[C@@H](C)NC(=O)Nc1ccc2c(c1)N(C)C(=O)c1ccccc1S2. The energy above the lowest of the compared OMol25 structures with the same formula, charge and spin is 24.0 kcal per mole. The value obtained for the max |F| is 2.9 eV/Å. The value obtained for the total energy is -39445.29243 eV. The value obtained for the molar mass is 355.463 g mol⁻¹. The HOMO energy is -8.354 eV.

The geometry in XYZ format:
```
46
C19H21N3O2S (ωB97M-V/def2-TZVPD)
C -0.6941 3.0463 -4.0363
C -2.2157 3.0173 -3.9505
C -2.8167 3.1311 -2.5251
C -4.3491 2.9761 -2.5806
N -2.2667 2.0944 -1.6479
C -2.2187 2.2595 -0.2920
O -2.5817 3.3190 0.2529
N -1.7763 1.2619 0.5831
C -0.8290 0.2510 0.3534
C -0.0305 0.0947 -0.8138
C 0.8935 -0.9553 -0.9058
C 1.0053 -1.8534 0.1402
C 0.1678 -1.7902 1.2691
C -0.7525 -0.7113 1.3659
N 0.2391 -2.7331 2.3199
C -1.0006 -3.4166 2.6854
C 1.4039 -3.0098 3.0216
O 1.2851 -3.6021 4.1121
C 2.7924 -2.5798 2.6510
C 3.6496 -2.0974 3.6778
C 4.9305 -1.5631 3.3525
C 5.4197 -1.6643 2.0472
C 4.5898 -2.1670 1.0519
C 3.3026 -2.5518 1.3462
S 2.3159 -3.0163 -0.0512
H -0.3916 3.1039 -5.0861
H -0.2376 3.9224 -3.5186
H -0.2479 2.1259 -3.5873
H -2.5750 3.8941 -4.5185
H -2.5636 2.0861 -4.4269
H -2.5882 4.1281 -2.1217
H -4.7567 2.9962 -1.5627
H -4.5818 2.0463 -3.0920
H -4.8056 3.8244 -3.1050
H -2.2291 1.1252 -1.9578
H -2.0431 1.4560 1.5491
H -0.0622 0.8332 -1.6295
H 1.6113 -1.1111 -1.7364
H -1.3512 -0.6084 2.2941
H -1.5435 -2.7762 3.3669
H -1.6157 -3.6369 1.8088
H -0.7897 -4.3778 3.1602
H 3.3273 -2.1333 4.7377
H 5.5593 -1.1055 4.0922
H 6.4176 -1.3074 1.8360
H 5.0036 -2.2251 0.0705
```



4.
ORCA calculation (ωB97M-V/def2-TZVPD) on one molecule with the formula C19H21N3O3S.

Its total charge is 0. As for the LUMO energy: -0.161 eV. Its SMILES is CCN(CC(=O)Nc1ccc(NC(C)=O)cc1)C(=O)/C=C/c1cccs1. The energy above the lowest of the compared OMol25 structures with the same formula, charge and spin is 35.2 kcal per mole. The value obtained for the max |F| is 1.0 eV/Å. The value obtained for the total energy is -41492.94617 eV. The value obtained for the molar mass is 371.462 g mol⁻¹. The HOMO energy is -8.067 eV.

The geometry in XYZ format:
```
47
C19H21N3O3S (ωB97M-V/def2-TZVPD)
C -3.8317 -4.2866 -0.0960
C -2.6229 -3.5339 -0.6438
N -2.4654 -2.2275 -0.0278
C -1.9533 -2.1825 1.3198
C -0.6185 -1.4300 1.4753
O -0.2707 -0.9972 2.5512
N 0.0837 -1.3557 0.3206
C 1.3272 -0.7600 0.0775
C 2.1288 -0.2355 1.0858
C 3.3560 0.3222 0.7842
C 3.8066 0.3656 -0.5320
N 5.0404 0.9101 -0.9008
C 6.0167 1.4497 -0.1115
C 7.2088 1.9186 -0.9228
O 5.9529 1.5483 1.0909
C 2.9985 -0.1559 -1.5416
C 1.7737 -0.7123 -1.2411
C -2.9603 -1.1329 -0.6910
O -3.4419 -1.2442 -1.8079
C -2.8371 0.1653 -0.0117
C -3.3867 1.2569 -0.5690
C -3.3400 2.5768 -0.0255
C -2.7092 3.0442 1.1033
C -2.9007 4.4193 1.3136
C -3.6729 4.9962 0.3513
S -4.1801 3.8705 -0.8351
H -3.9216 -5.2494 -0.5913
H -4.7362 -3.7132 -0.2818
H -3.7381 -4.4543 0.9750
H -2.7578 -3.3638 -1.7144
H -1.7077 -4.1134 -0.4835
H -1.7690 -3.2074 1.6536
H -2.6703 -1.7420 2.0212
H -0.3787 -1.7205 -0.5038
H 1.7878 -0.2652 2.1068
H 3.9730 0.7237 1.5700
H 5.2253 0.8841 -1.8943
H 7.6480 1.0831 -1.4642
H 7.9520 2.3384 -0.2516
H 6.9022 2.6796 -1.6376
H 3.3335 -0.1255 -2.5692
H 1.1561 -1.1121 -2.0332
H -2.3022 0.2325 0.9198
H -3.9158 1.1320 -1.5057
H -2.1238 2.4215 1.7550
H -2.4838 4.9608 2.1438
H -3.9749 6.0216 0.2697
```



> Number 3 is which compound?

C19H21N3O2S



> The highest HOMO energy belongs to which entry?

number 2



> Which value of max |F| does entry 1 give?

0.8 eV/Å



> Look up the energy above the lowest of the compared OMol25 structures with the same formula, charge and spin of the fourth one.

35.2 kcal per mole